# C4H8N2O

C4H8N2O in the gas phase (ωB97M-V/def2-TZVPD, the OMol25 dataset).

ORCA input file:
```
! RIJCOSX wB97M-V def2-TZVPD def2/J DEFGRID3
* xyz 0 1
N 0.687 -2.548 -1.488
N -0.653 -2.360 -0.975
C -0.545 -1.498 -0.091
C -0.014 -0.490 0.544
C 0.155 0.801 -0.218
C -0.529 1.934 0.513
O 0.082 1.994 1.790
H 0.649 -3.223 -2.235
H 1.229 -2.961 -0.736
H 0.362 -0.580 1.556
H -0.235 0.689 -1.236
H 1.226 1.024 -0.303
H -1.605 1.709 0.585
H -0.408 2.879 -0.036
H -0.399 2.628 2.330
*
```

Computed properties:
E_HOMO, hartree: -0.3324
Orbital gap, eV: 9.96
Energy above the lowest of the compared OMol25 structures with the same formula, charge and spin, eV: 3.969
LUMO, eV: 0.91
Calculated total energy, eV: -9302.4239
Structure (SMILES): NN=C=CCCO